[1]
Formula: C6H55BF5NO22P
Source: the Open Molecules 2025 dataset
Level of theory: ωB97M-V with the def2-TZVPD basis set

Computed properties:
E_LUMO = 0.0512 Ha
Kohn-Sham gap = 5.4 eV
Highest occupied orbital energy = -4.03 eV
Charge = -1
E_tot = -2837.27959 a.u.

Geometry (Å):
N -0.300 3.595 -0.430
P -0.348 2.789 1.144
O 0.461 3.913 2.194
B 0.634 1.132 1.137
C -0.111 -0.050 0.247
C -0.232 0.271 -1.274
F -1.168 -0.727 -1.815
C 2.248 1.228 0.816
C 2.744 2.453 -0.052
C 2.613 2.185 -1.606
F 3.483 3.044 -2.334
C 0.543 0.557 2.698
F 1.197 1.345 3.629
F -0.786 0.514 3.134
F 1.067 -0.750 2.824
H -1.230 3.838 -0.762
H 0.274 4.439 -0.342
H 1.415 3.739 2.199
H -1.144 -0.228 0.661
H 0.475 -1.011 0.324
H -0.680 1.259 -1.525
H 0.734 0.067 -1.804
H 2.901 1.178 1.739
H 2.516 0.289 0.229
H 3.863 2.532 0.113
H 2.334 3.452 0.237
H 1.579 2.352 -1.990
H 2.948 1.125 -1.783
O -1.069 -3.113 -3.649
H -1.956 -3.473 -3.773
H -1.160 -2.518 -2.887
O -0.540 0.153 6.426
H -0.467 0.485 5.522
H -0.079 -0.695 6.397
O 2.780 -1.324 -0.880
H 2.191 -1.575 -1.601
H 2.990 -2.159 -0.449
O -3.744 -1.968 -4.883
H -4.206 -1.245 -5.317
H -2.932 -1.563 -4.554
O -3.964 -0.473 -1.938
H -3.021 -0.557 -1.725
H -4.407 -0.677 -1.106
O 0.900 -2.306 5.678
H 0.966 -1.955 4.779
H 1.362 -3.153 5.633
O -3.129 2.358 -0.611
H -4.007 1.993 -0.755
H -3.239 2.950 0.148
O 0.332 6.683 1.141
H 0.231 6.023 1.846
H 0.903 7.354 1.529
O 0.825 -3.832 0.136
H 0.869 -3.328 0.957
H 0.005 -4.332 0.211
O -3.496 -2.986 -0.966
H -4.409 -3.021 -0.662
H -3.574 -2.953 -1.926
O -4.760 4.044 1.049
H -5.507 4.633 0.909
H -4.930 3.650 1.912
O 0.137 -0.350 -4.430
H -0.473 -0.606 -5.129
H 0.366 -1.182 -4.005
O 2.551 -4.726 4.679
H 2.617 -4.376 3.783
H 3.011 -5.570 4.635
O -1.565 -6.006 -4.005
H -0.777 -5.457 -4.049
H -1.351 -6.662 -3.331
O 1.735 2.565 7.375
H 1.914 2.687 6.437
H 0.918 2.050 7.390
O 6.536 2.955 -1.865
H 5.607 2.914 -1.606
H 6.505 3.003 -2.829
O 0.297 -6.780 -2.414
H 0.883 -7.357 -2.918
H 0.883 -6.346 -1.783
O -2.437 -8.986 -1.952
H -2.898 -8.263 -2.391
H -1.626 -8.581 -1.624
O 6.863 3.679 -4.726
H 6.288 4.318 -5.161
H 7.592 3.560 -5.343
O -4.688 -0.987 1.183
H -3.749 -1.071 1.392
H -5.131 -1.191 2.012
O -2.650 6.873 2.515
H -3.223 7.504 2.069
H -1.921 6.742 1.896

Forces on atoms 1 to 6 (eV/Å):
0.90 -0.09 0.56
-2.14 1.25 0.53
0.20 -0.71 -0.85
1.71 -0.94 0.42
-0.48 0.23 -0.86
-0.13 -0.76 1.03

Just the Löwdin charges please, in e? Sure, here they are: atom 1 (N): -0.1803, atom 2 (P): 0.9387, atom 3 (O): -0.3611, atom 4 (B): -0.7430, atom 5 (C): -0.1258, atom 6 (C): -0.1297, atom 7 (F): -0.1570, atom 8 (C): -0.1522, atom 9 (C): -0.1845, atom 10 (C): -0.1742, atom 11 (F): -0.1071, atom 12 (C): -0.4714, atom 13 (F): 0.0556, atom 14 (F): 0.0250, atom 15 (F): 0.0341, atom 16 (H): 0.0003, atom 17 (H): 0.0148, atom 18 (H): 0.0295, atom 19 (H): 0.1013, atom 20 (H): 0.0800, atom 21 (H): 0.1029, atom 22 (H): 0.0877, atom 23 (H): 0.1016, atom 24 (H): 0.0684, atom 25 (H): 0.1054, atom 26 (H): 0.0824, atom 27 (H): 0.1011, atom 28 (H): 0.1089, atom 29 (O): -0.0549, atom 30 (H): 0.0267, atom 31 (H): 0.0200, atom 32 (O): -0.0615, atom 33 (H): 0.0102, atom 34 (H): -0.0017, atom 35 (O): -0.0518, atom 36 (H): 0.0420, atom 37 (H): 0.0450, atom 38 (O): -0.0568, atom 39 (H): 0.0390, atom 40 (H): 0.0112, atom 41 (O): -0.0736, atom 42 (H): 0.0027, atom 43 (H): 0.0002, atom 44 (O): -0.0520, atom 45 (H): 0.0235, atom 46 (H): 0.0107, atom 47 (O): -0.0986, atom 48 (H): 0.0201, atom 49 (H): -0.0214, atom 50 (O): -0.0715, atom 51 (H): 0.0100, atom 52 (H): 0.0382, atom 53 (O): -0.0580, atom 54 (H): 0.0294, atom 55 (H): 0.0407, atom 56 (O): -0.0642, atom 57 (H): 0.0316, atom 58 (H): 0.0220, atom 59 (O): -0.0464, atom 60 (H): 0.0412, atom 61 (H): 0.0527, atom 62 (O): -0.0517, atom 63 (H): 0.0296, atom 64 (H): 0.0082, atom 65 (O): -0.0450, atom 66 (H): 0.0431, atom 67 (H): 0.0431, atom 68 (O): -0.0799, atom 69 (H): 0.0099, atom 70 (H): -0.0180, atom 71 (O): -0.0708, atom 72 (H): 0.0247, atom 73 (H): 0.0130, atom 74 (O): -0.0781, atom 75 (H): -0.0006, atom 76 (H): -0.0144, atom 77 (O): -0.0444, atom 78 (H): 0.0678, atom 79 (H): 0.0595, atom 80 (O): -0.0588, atom 81 (H): 0.0325, atom 82 (H): 0.0162, atom 83 (O): -0.0403, atom 84 (H): 0.0495, atom 85 (H): 0.0437, atom 86 (O): -0.0466, atom 87 (H): 0.0469, atom 88 (H): 0.0408, atom 89 (O): -0.0657, atom 90 (H): 0.0250, atom 91 (H): 0.0047

---

[2]
Formula: C6H55F6N2O22P
Source: the Open Molecules 2025 dataset
Level of theory: ωB97M-V with the def2-TZVPD basis set

Computed properties:
E_LUMO (alpha / beta) = 0.0360 / 0.0338 Ha
Kohn-Sham gap (alpha / beta) = 1.8 / 8.4 eV
⟨S²⟩ = 0.7505
Highest occupied orbital energy (alpha / beta) = -0.82 / -7.49 eV
Charge = -1
Multiplicity = 2
E_tot = -2967.18384 a.u.

Geometry (Å):
C 0.348 -2.640 1.467
C 0.334 -1.126 1.782
N -0.363 -0.337 0.709
C -1.696 -0.297 0.328
C -1.855 0.551 -0.750
N -0.617 1.072 -1.046
C 0.251 0.586 -0.131
C -0.395 1.972 -2.208
H 0.960 -3.134 2.221
H 0.931 -2.926 0.592
H -0.557 -3.247 1.500
H 1.340 -0.746 1.962
H -0.177 -0.837 2.701
H -2.400 -0.899 0.883
H -2.631 0.822 -1.451
H 1.302 0.833 -0.096
H -0.657 1.495 -3.152
H 0.682 2.110 -2.302
H -0.853 2.931 -1.963
P -5.516 2.065 -1.373
F -6.520 1.366 -2.398
F -5.999 3.535 -1.911
F -6.713 1.827 -0.339
F -4.640 2.813 -0.218
F -4.981 0.494 -1.001
F -4.367 2.195 -2.475
O 2.846 2.348 0.246
H 3.359 1.841 0.875
H 3.458 2.543 -0.462
O 0.270 -1.768 5.200
H 1.153 -1.404 5.260
H -0.269 -1.178 5.727
O 1.151 -0.167 -4.668
H 0.751 0.345 -5.370
H 0.731 -1.024 -4.726
O 3.109 -3.869 5.086
H 2.756 -3.666 4.220
H 4.051 -3.959 4.946
O -3.395 -3.598 0.785
H -2.724 -4.256 0.605
H -4.160 -3.892 0.290
O 2.826 3.233 -3.654
H 2.327 4.045 -3.569
H 2.616 2.913 -4.531
O 2.991 -4.490 2.244
H 2.385 -5.206 2.439
H 3.244 -4.631 1.332
O -4.826 -1.564 -3.114
H -4.396 -2.003 -2.380
H -4.367 -0.727 -3.194
O 0.819 3.674 1.729
H 1.340 3.433 0.963
H 0.341 4.458 1.456
O -2.623 -2.893 3.447
H -2.870 -3.503 4.142
H -2.625 -3.424 2.650
O 2.969 -0.905 4.743
H 3.218 -1.780 5.040
H 3.438 -0.790 3.916
O 2.248 -0.843 -1.725
H 1.904 -0.678 -2.603
H 3.012 -0.271 -1.656
O -1.145 0.983 -6.238
H -1.729 0.425 -5.724
H -1.456 1.873 -6.072
O 3.845 1.359 -2.076
H 4.718 1.377 -2.467
H 3.354 2.026 -2.555
O 4.274 -1.267 1.521
H 3.744 -1.778 0.910
H 5.143 -1.666 1.475
O 3.321 -3.079 -0.531
H 3.184 -3.590 -1.329
H 2.942 -2.222 -0.727
O 0.348 5.397 -3.415
H -0.529 5.161 -3.717
H 0.667 6.021 -4.068
O 1.013 4.723 -1.021
H 0.812 4.916 -1.937
H 0.661 5.469 -0.536
O -3.628 -0.248 3.872
H -3.370 0.370 3.188
H -3.064 -1.009 3.734
O 1.508 -4.590 -2.037
H 0.748 -4.103 -1.718
H 1.207 -5.497 -2.088
O -0.588 1.935 3.378
H -0.204 2.134 4.231
H -0.018 2.377 2.749
O -2.985 1.685 2.177
H -2.127 1.752 2.596
H -2.917 2.242 1.401

Forces on atoms 1 to 6 (eV/Å):
1.01 -0.29 0.74
-1.42 -0.16 -0.40
0.96 2.93 -2.47
-0.44 -0.48 -0.13
0.50 -0.80 0.27
0.50 -0.98 1.40

Just the Löwdin charges please, in e? Sure, here they are: atom 1 (C): -0.0454, atom 2 (C): -0.1087, atom 3 (N): -0.0019, atom 4 (C): -0.0104, atom 5 (C): -0.0170, atom 6 (N): -0.0591, atom 7 (C): -0.0159, atom 8 (C): 0.0109, atom 9 (H): 0.0517, atom 10 (H): 0.0499, atom 11 (H): 0.0539, atom 12 (H): 0.1149, atom 13 (H): 0.1038, atom 14 (H): 0.1267, atom 15 (H): 0.1051, atom 16 (H): 0.1119, atom 17 (H): 0.0746, atom 18 (H): 0.0646, atom 19 (H): 0.0851, atom 20 (P): 0.1666, atom 21 (F): -0.1680, atom 22 (F): -0.1844, atom 23 (F): -0.1571, atom 24 (F): -0.1648, atom 25 (F): -0.2234, atom 26 (F): -0.1783, atom 27 (O): -0.0592, atom 28 (H): 0.0529, atom 29 (H): 0.0261, atom 30 (O): -0.0528, atom 31 (H): -0.0200, atom 32 (H): 0.0364, atom 33 (O): -0.0741, atom 34 (H): -0.0033, atom 35 (H): 0.0282, atom 36 (O): -0.0450, atom 37 (H): 0.0005, atom 38 (H): 0.0449, atom 39 (O): -0.0345, atom 40 (H): 0.0336, atom 41 (H): 0.0541, atom 42 (O): -0.1224, atom 43 (H): 0.0009, atom 44 (H): 0.0194, atom 45 (O): -0.0483, atom 46 (H): 0.0497, atom 47 (H): 0.0265, atom 48 (O): -0.0584, atom 49 (H): 0.0123, atom 50 (H): 0.0096, atom 51 (O): -0.0518, atom 52 (H): -0.0140, atom 53 (H): 0.0412, atom 54 (O): -0.0404, atom 55 (H): 0.0531, atom 56 (H): -0.0099, atom 57 (O): -0.0455, atom 58 (H): 0.0028, atom 59 (H): 0.0210, atom 60 (O): -0.0546, atom 61 (H): 0.0214, atom 62 (H): 0.0115, atom 63 (O): -0.0849, atom 64 (H): 0.0232, atom 65 (H): 0.0147, atom 66 (O): -0.0786, atom 67 (H): 0.0618, atom 68 (H): -0.0196, atom 69 (O): -0.0424, atom 70 (H): -0.0157, atom 71 (H): 0.0432, atom 72 (O): -0.0760, atom 73 (H): 0.0204, atom 74 (H): -0.0208, atom 75 (O): -0.1748, atom 76 (H): 0.0072, atom 77 (H): 0.0096, atom 78 (O): -0.1098, atom 79 (H): -0.0635, atom 80 (H): 0.0283, atom 81 (O): -0.0702, atom 82 (H): -0.0419, atom 83 (H): -0.0325, atom 84 (O): -0.0409, atom 85 (H): 0.0374, atom 86 (H): 0.0435, atom 87 (O): -0.0387, atom 88 (H): 0.0617, atom 89 (H): -0.0052, atom 90 (O): -0.0525, atom 91 (H): -0.0181, atom 92 (H): 0.0384

---

[3]
Formula: C6H5AgO3
Source: the Open Molecules 2025 dataset
Level of theory: ωB97M-V with the def2-TZVPD basis set

Computed properties:
E_LUMO (alpha / beta) = -0.5226 / -0.6430 Ha
Kohn-Sham gap (alpha / beta) = 8.2 / 4.9 eV
⟨S²⟩ = 0.7625
Highest occupied orbital energy (alpha / beta) = -22.41 / -22.38 eV
Charge = +3
Multiplicity = 2
E_tot = -602.81592 a.u.

Geometry (Å):
O -0.378 0.379 -0.179
C -1.519 0.631 -0.060
O 3.601 0.037 0.277
C 4.737 -0.224 0.169
O 5.850 -0.466 0.089
Ag 1.606 0.341 0.282
C -2.789 0.915 -0.006
C -3.784 0.157 0.813
H -3.095 1.775 -0.611
H -4.612 0.824 1.123
H -3.421 -0.230 1.776
C -4.298 -1.148 0.105
C -5.406 -0.673 -0.214
H -4.182 -1.624 -1.011
H -6.414 -0.389 0.086

Forces on atoms 1 to 6 (eV/Å):
-5.08 0.75 0.10
6.47 -1.36 -0.64
0.05 0.07 0.08
2.30 -0.42 -0.04
-0.92 0.16 -0.01
0.70 0.17 0.33

Just the natural (NBO) charges please, in e? Sure, here they are: atom 1 (O): -0.3349, atom 2 (C): 0.8402, atom 3 (O): -0.7370, atom 4 (C): 1.1050, atom 5 (O): -0.3188, atom 6 (Ag): 1.0752, atom 7 (C): -0.0971, atom 8 (C): -0.4623, atom 9 (H): 0.3627, atom 10 (H): 0.3266, atom 11 (H): 0.3408, atom 12 (C): -0.2257, atom 13 (C): 0.3644, atom 14 (H): 0.4215, atom 15 (H): 0.3393

---

[4]
Formula: C6H5BN5O6
Source: the Open Molecules 2025 dataset
Level of theory: ωB97M-V with the def2-TZVPD basis set

Computed properties:
E_LUMO = 0.0512 Ha
Kohn-Sham gap = 5.5 eV
Energy above the lowest of the compared OMol25 structures with the same formula, charge and spin = 18.80 kcal/mol
Highest occupied orbital energy = -4.14 eV
Charge = -1
E_tot = -981.27536 a.u.

Geometry (Å):
O 0.315 -4.323 2.174
N -0.222 -3.472 1.487
C 0.158 -2.375 0.726
C -1.006 -1.837 0.135
N -2.088 -2.716 0.383
O -1.626 -3.601 1.257
C -0.894 -0.684 -0.697
N -2.136 -0.317 -1.340
O -3.159 -1.033 -1.136
O -2.216 0.670 -2.112
C 0.314 0.276 -0.644
C 1.417 -0.237 0.291
N 2.752 0.131 0.259
O 3.440 1.107 -0.031
O 3.433 -1.001 0.919
N 2.592 -2.033 1.274
C 1.369 -1.577 0.826
H 0.685 0.784 -1.577
H -0.329 0.958 -0.073
B -0.726 5.521 -0.528
H 0.335 5.543 -1.135
H -1.760 5.154 -1.066
H -0.652 5.064 0.606

Forces on atoms 1 to 6 (eV/Å):
0.25 0.46 0.05
-0.43 1.60 -1.78
-0.42 -1.05 2.68
-1.96 -1.55 -0.86
1.95 3.57 -1.17
1.73 -1.73 1.17

Just the natural (NBO) charges please, in e? Sure, here they are: atom 1 (O): -0.4236, atom 2 (N): 0.3988, atom 3 (C): -0.0517, atom 4 (C): 0.1198, atom 5 (N): -0.1311, atom 6 (O): -0.1756, atom 7 (C): -0.1268, atom 8 (N): 0.4781, atom 9 (O): -0.4696, atom 10 (O): -0.5242, atom 11 (C): -0.4686, atom 12 (C): 0.0737, atom 13 (N): 0.3761, atom 14 (O): -0.4138, atom 15 (O): -0.2102, atom 16 (N): -0.0683, atom 17 (C): 0.1075, atom 18 (H): 0.2552, atom 19 (H): 0.2549, atom 20 (B): 0.2705, atom 21 (H): -0.0910, atom 22 (H): -0.0821, atom 23 (H): -0.0978

---

[5]
Formula: C6H5Br2Cl
Source: the Open Molecules 2025 dataset
Level of theory: ωB97M-V with the def2-TZVPD basis set

Computed properties:
E_LUMO = -0.0024 Ha
Kohn-Sham gap = 8.7 eV
Energy above the lowest of the compared OMol25 structures with the same formula, charge and spin = 0.00 kcal/mol
Highest occupied orbital energy = -8.74 eV
Charge = 0
E_tot = -5839.75134 a.u.

Geometry (Å):
C 1.404 0.057 -0.654
C 0.910 -1.186 -0.530
C 0.824 1.263 -0.192
C -0.310 -1.417 0.299
C -0.045 1.356 0.845
C -1.466 -0.973 -0.107
Cl -0.842 2.839 1.258
Br -2.951 -0.646 1.032
Br -1.750 -0.352 -1.910
H 2.301 0.079 -1.300
H 1.357 -2.065 -0.961
H 1.378 2.198 -0.638
H -0.229 -1.787 1.313
H -0.583 0.636 1.545

Forces on atoms 1 to 6 (eV/Å):
1.09 -2.59 -1.33
-0.61 -0.03 0.94
0.74 2.55 1.26
0.97 -0.05 -0.25
-0.82 0.06 0.30
-1.71 0.43 -1.10

Just the natural (NBO) charges please, in e? Sure, here they are: atom 1 (C): -0.2003, atom 2 (C): -0.1923, atom 3 (C): -0.2912, atom 4 (C): -0.3198, atom 5 (C): -0.1883, atom 6 (C): -0.1612, atom 7 (Cl): -0.0082, atom 8 (Br): 0.1058, atom 9 (Br): 0.0840, atom 10 (H): 0.2223, atom 11 (H): 0.2215, atom 12 (H): 0.2449, atom 13 (H): 0.2406, atom 14 (H): 0.2420

---

Question: What is the formula in the fifth record?
Answer: C6H5Br2Cl